DFT (the ωB97M-V functional and the def2-TZVPD basis) results for an isolated ion of composition C6H10ClN2 and charge +1 in a non-equilibrium geometry.

Values from the calculation:
- Frontier orbital gap: 10.26 eV
- E_LUMO: -3.68 eV
- Calculated total energy: -804.06943 Eh

ORCA input file:
```
! wB97M-V def2-TZVPD RIJCOSX def2/J DEFGRID3
* xyz 1 1
C 2.3212 -0.9533 -0.0178
C 1.7730 0.5199 0.1866
C 0.6098 0.9090 -0.8515
Cl 0.9837 0.4512 -2.5629
C -0.7154 0.3040 -0.2960
C -1.6216 1.1813 0.4073
N -2.6970 0.3474 0.8249
C -2.4240 -0.9173 0.3787
N -1.2327 -1.0093 -0.3090
H 2.6060 -1.1788 -1.0833
H 1.6404 -1.7520 0.3842
H 3.2773 -1.0238 0.5774
H 2.6018 1.2748 0.1472
H 1.2684 0.5242 1.1982
H 0.5272 2.0245 -0.8107
H -1.5230 2.2757 0.5976
H -3.5210 0.6245 1.3615
H -3.1013 -1.7831 0.5940
H -0.7726 -1.8189 -0.7265
*
```